Entry 1:
Formula: C36H89ClN8O5P3
Source: the Open Molecules 2025 dataset
Level of theory: wB97M-V/def2-TZVPD

ORCA input file:
```
! RIJCOSX wB97M-V def2-TZVPD def2/J DEFGRID3
* xyz -1 1
C -2.66138 -2.06890 1.59359
C -1.99943 -3.27996 0.92388
C -2.64395 -4.64647 1.22278
C -2.47565 -5.61009 0.03028
C -1.71350 -6.91490 0.33767
C -1.02431 -7.47276 -0.92074
C 0.48753 -7.22437 -0.99186
C 0.97344 -5.79021 -0.74638
C 2.35633 -5.58422 -1.38041
C 2.83240 -4.13729 -1.48791
C 2.98030 -3.43294 -0.12995
C 1.68335 -2.85451 0.46532
C 1.78998 -1.37045 0.82596
C 1.73871 -0.44991 -0.39298
C 0.36837 -0.44044 -1.08955
C 0.36228 -1.12736 -2.46867
C -0.36245 -0.35719 -3.57824
O -1.60933 0.19264 -3.21948
C -2.52536 -0.68191 -2.59530
C -3.10415 -1.77618 -3.50172
C -2.44353 -3.15093 -3.39460
C -3.33777 -4.25659 -3.94754
O -0.37542 -1.12407 -4.71007
P -0.24062 -0.21330 -6.21346
N -1.17224 -1.47827 -7.10520
N 1.36519 -1.00627 -6.43525
C 2.30317 -0.36243 -7.33638
C 3.25480 0.60054 -6.61414
O 0.53437 1.09269 -5.30084
C 0.57394 0.86142 -3.96610
Cl 0.22405 2.42301 -3.06393
H -2.53749 -1.19904 0.94717
H -2.20003 -1.87840 2.56131
H -3.73438 -2.22704 1.70502
H -2.03044 -3.12193 -0.15655
H -0.94625 -3.32528 1.20262
H -3.69956 -4.46425 1.43561
H -2.19794 -5.06375 2.12874
H -1.90449 -5.08818 -0.73679
H -3.45658 -5.86333 -0.37200
H -2.45406 -7.64797 0.66506
H -0.99523 -6.74919 1.14254
H -1.51589 -7.09463 -1.82048
H -1.15945 -8.55779 -0.92911
H 0.97083 -7.89909 -0.27793
H 0.82638 -7.53738 -1.98372
H 1.03710 -5.61306 0.32855
H 0.28753 -5.08183 -1.21724
H 2.27245 -5.98619 -2.39589
H 3.11283 -6.19615 -0.87808
H 2.12706 -3.57547 -2.10634
H 3.80437 -4.11491 -1.98480
H 3.70640 -2.62380 -0.24531
H 3.41156 -4.12555 0.59914
H 0.84483 -3.00197 -0.21735
H 1.44033 -3.39884 1.38177
H 2.74534 -1.22198 1.34326
H 1.00339 -1.09195 1.53369
H 2.52014 -0.76471 -1.09166
H 2.02372 0.55114 -0.05967
H -0.03277 0.56931 -1.13733
H -0.31669 -0.99974 -0.44317
H -0.07714 -2.12299 -2.36496
H 1.38168 -1.28101 -2.81847
H -2.12039 -1.13449 -1.68053
H -3.35175 -0.04391 -2.27668
H -4.15195 -1.91920 -3.20471
H -3.12267 -1.43711 -4.53821
H -1.48668 -3.15802 -3.91526
H -2.24727 -3.33277 -2.33237
H -3.76205 -3.93852 -4.90351
H -4.18530 -4.45764 -3.28889
H -2.78610 -5.17918 -4.12891
H -0.12700 0.56415 -7.41555
H -1.48653 0.42984 -5.95472
H -0.71415 -1.71369 -7.97771
H -1.29548 -2.31810 -6.55070
H 1.22400 -1.97095 -6.69508
H 1.82255 0.13215 -8.19444
H 2.93644 -1.15241 -7.75868
H 3.42178 0.18057 -5.61980
H 2.79549 1.57511 -6.45931
H 4.22175 0.66995 -7.11620
H 1.61542 0.64914 -3.70658
O -2.36903 0.18874 5.54289
P -1.63521 1.46071 5.74517
N -0.20550 1.36402 4.81461
C 1.10159 1.08519 5.37399
C -0.38258 0.72592 3.51692
N -1.41941 1.51329 7.46286
C -0.13714 1.42882 8.12922
C -2.45231 0.79967 8.20410
N -1.83305 3.11277 5.58554
C -1.59884 3.72351 4.26089
C -2.85630 3.79666 6.38586
H 1.83886 1.11554 4.56880
H 1.17136 0.10092 5.85538
H 1.40456 1.85407 6.08208
H -1.30599 1.04926 3.03610
H -0.39977 -0.36952 3.56493
H 0.43799 1.03311 2.86390
H 0.38379 0.47933 7.95363
H -0.29147 1.52561 9.20654
H 0.51108 2.25690 7.84171
H -2.27266 -0.28119 8.25914
H -3.42917 0.94179 7.74594
H -2.50064 1.20292 9.21960
H -0.53991 3.90302 4.09682
H -2.10063 4.68637 4.18806
H -1.96839 3.10222 3.44545
H -2.37844 4.50844 7.06286
H -3.43338 3.10175 6.99102
H -3.56065 4.33683 5.75238
O -0.01050 5.31333 1.71711
P 1.15487 5.86023 0.98023
N 0.54677 7.05686 -0.07562
C 0.35931 6.86497 -1.50365
C -0.53485 7.83279 0.51934
N 1.82587 4.46443 0.23113
C 1.86107 4.23535 -1.20622
C 1.56196 3.22436 0.95656
N 2.64371 6.58237 1.25465
C 2.74447 8.03810 1.44012
C 3.65274 5.82055 2.00563
H -0.01976 7.79470 -1.93314
H -0.35098 6.06705 -1.74642
H 1.30361 6.66882 -2.00556
H -0.31529 8.07030 1.56128
H -1.49741 7.30904 0.49700
H -0.63340 8.77983 -0.01662
H 0.86837 4.16867 -1.65968
H 2.37154 3.29166 -1.40248
H 2.44442 5.00531 -1.71276
H 0.57075 2.80576 0.74320
H 1.62479 3.37952 2.03409
H 2.32148 2.48776 0.68279
H 2.77197 8.53652 0.47224
H 3.66785 8.28051 1.96397
H 1.91837 8.45588 2.01774
H 4.51139 5.61495 1.36331
H 3.26595 4.86644 2.35337
H 3.99545 6.37090 2.88343
*
```

Values from the calculation:
LUMO energy = 2.040 eV
maximum force = 4.00 eV/Å
calculated total energy = -3723.63454 hartree
HOMO-LUMO gap = 6.568 eV



Entry 2:
Formula: C4H3NiO
Source: the Open Molecules 2025 dataset
Level of theory: wB97M-V/def2-TZVPD

ORCA input file:
```
! RIJCOSX wB97M-V def2-TZVPD def2/J DEFGRID3
* xyz 1 3
C -1.25371 1.38070 -0.22305
C -0.88559 0.34660 -0.98641
H -0.94624 1.22719 0.83331
H -1.07704 0.26407 -2.06632
C -0.09707 -0.95215 -0.51702
C 0.58758 -0.80461 0.56162
O 1.25848 -0.43395 1.49152
Ni 2.38800 0.78965 2.07670
H 0.02561 -1.81751 -1.17035
*
```

Values from the calculation:
LUMO energy (alpha / beta) = -5.743 / -5.939 eV
maximum force = 3.86 eV/Å
<S²> = 2.02
calculated total energy = -1737.25558 hartree
HOMO-LUMO gap (alpha / beta) = 7.997 / 7.502 eV
ΔE to the lowest compared entry with this formula, charge and spin = 14.88 kJ/mol



Entry 3:
Formula: B2H8Sn
Source: the Open Molecules 2025 dataset
Level of theory: wB97M-V/def2-TZVPD

ORCA input file:
```
! RIJCOSX wB97M-V def2-TZVPD def2/J DEFGRID3
* xyz 0 1
Sn -1.41417 0.99735 0.73174
B 1.73998 1.62590 0.26164
H 1.32934 2.32190 0.97663
H 1.34393 0.63389 0.41431
H 1.54271 1.91231 -0.75977
H 2.78288 1.53963 0.52460
B -1.44519 -1.83559 -0.41615
H -1.55367 -2.78904 -0.90952
H -2.31894 -1.25128 -0.65985
H -1.36278 -1.91885 0.65647
H -0.64405 -1.23623 -0.82011
*
```

Values from the calculation:
LUMO energy = -3.652 eV
maximum force = 5.42 eV/Å
calculated total energy = -268.44578 hartree
HOMO-LUMO gap = 6.498 eV
ΔE to the lowest compared entry with this formula, charge and spin = 297.35 kJ/mol



Entry 4:
Formula: C26H30BrHgN7OS
Source: the Open Molecules 2025 dataset
Level of theory: wB97M-V/def2-TZVPD

ORCA input file:
```
! RIJCOSX wB97M-V def2-TZVPD def2/J DEFGRID3
* xyz -1 2
Hg 0.67174 -1.31142 0.86426
C -0.91834 -5.49013 2.37408
C 0.32394 -4.66924 2.23951
N 0.66624 -3.69873 2.99835
N -0.08678 -3.24180 4.05326
C -1.33995 -2.70446 4.06170
N -1.67779 -2.17031 5.26581
S -2.38675 -2.57528 2.78136
C 1.33370 -4.95434 1.18531
C 1.36284 -6.13131 0.44522
C 2.37639 -6.31748 -0.48460
C 3.34418 -5.34299 -0.63156
C 3.23138 -4.19281 0.14237
N 2.25247 -3.99533 1.00871
H -1.78475 -4.88817 2.10537
H -0.89883 -6.37038 1.73848
H -1.04817 -5.79107 3.41638
H 0.53449 -2.82117 4.72814
H -1.09522 -2.26313 6.07949
H -2.59251 -1.77261 5.35907
H 0.62158 -6.90512 0.58476
H 2.40849 -7.21627 -1.08625
H 4.15234 -5.45944 -1.33858
H 3.96177 -3.39352 0.08076
C 1.14918 5.96994 -2.12421
C -0.03805 5.04395 -2.44160
C -1.31737 5.87712 -2.31514
C 0.08798 4.55182 -3.89050
C -0.02453 3.86040 -1.48100
C 1.16079 3.15884 -1.26091
C 1.19611 2.18925 -0.29479
Br 2.79873 1.25693 0.07499
C 0.07439 1.78498 0.50204
O 0.23829 0.97294 1.46970
C -1.17711 2.39622 0.13287
C -1.15933 3.43287 -0.78723
C -2.51825 2.02568 0.78381
C -2.52841 0.62705 1.41576
C -2.84410 3.06364 1.86909
C -3.63533 2.04100 -0.27491
H 1.08984 6.87993 -2.72556
H 2.10023 5.48535 -2.34099
H 1.13761 6.24462 -1.06836
H -1.23629 6.76300 -2.94742
H -1.46504 6.20376 -1.28435
H -2.19661 5.31689 -2.63620
H 0.08724 5.40112 -4.57845
H -0.74558 3.89594 -4.14601
H 1.01464 3.99419 -4.02992
H 2.05747 3.37076 -1.82722
H -2.09420 3.93606 -0.98968
H -1.84569 0.56874 2.25537
H -2.22732 -0.12938 0.68951
H -3.53448 0.38932 1.77152
H -2.08478 3.04048 2.65228
H -3.81552 2.84710 2.32162
H -2.87725 4.06977 1.44584
H -3.35321 1.43226 -1.13498
H -3.86552 3.04861 -0.62373
H -4.54968 1.62970 0.15663
N 1.21256 -1.72737 -1.87697
C 2.18972 -2.17638 -2.31223
C 3.34596 -2.69092 -2.90019
C 3.27690 -3.80890 -3.74775
N 3.24031 -4.73109 -4.44701
C 4.60532 -2.12794 -2.62417
N 5.65792 -1.70173 -2.40097
*
```

Values from the calculation:
LUMO energy (alpha / beta) = 2.156 / 0.868 eV
maximum force = 1.95 eV/Å
<S²> = 0.76
calculated total energy = -4592.91150 hartree
HOMO-LUMO gap (alpha / beta) = 6.602 / 5.435 eV
ΔE to the lowest compared entry with this formula, charge and spin = 134.22 kJ/mol



Entry 5:
Formula: CH10NO4
Source: the Open Molecules 2025 dataset
Level of theory: wB97M-V/def2-TZVPD

ORCA input file:
```
! RIJCOSX wB97M-V def2-TZVPD def2/J DEFGRID3
* xyz -1 1
N 0.09683 -0.52876 1.17518
C 0.31842 -0.90153 -0.23515
O -0.09079 0.06959 -1.12548
H 0.16732 0.48279 1.21838
H -0.86318 -0.73502 1.41387
H 1.38045 -1.11298 -0.40659
H -0.27746 -1.80590 -0.41982
H -0.37665 2.80090 -1.92039
H 0.40392 1.69882 -1.26396
O 0.49823 2.64961 -1.54357
H 1.20795 -2.35863 3.35737
H 1.49417 -1.12933 2.56895
O 1.89303 -1.68763 3.25741
H -1.54780 0.27458 -1.27180
H -2.34638 0.49890 -2.52370
O -2.55336 0.30425 -1.60118
*
```

Values from the calculation:
LUMO energy = 4.023 eV
maximum force = 1.69 eV/Å
calculated total energy = -399.85847 hartree
HOMO-LUMO gap = 8.395 eV
ΔE to the lowest compared entry with this formula, charge and spin = 17.97 kJ/mol



Entry 6:
Formula: C41H27Co2F6O7PS
Source: the Open Molecules 2025 dataset
Level of theory: wB97M-V/def2-TZVPD

ORCA input file:
```
! RIJCOSX wB97M-V def2-TZVPD def2/J DEFGRID3
* xyz -2 1
F -0.60472 5.42944 3.09653
C 0.27460 4.54311 3.59822
F 0.98955 4.01390 2.57741
F 1.13079 5.19745 4.42022
S -0.68300 3.20682 4.51764
C 0.58856 2.20437 5.12269
C 0.39311 1.22319 6.11021
C -0.89407 0.82908 6.60498
C -1.00616 -0.15967 7.56526
C 0.14012 -0.78210 8.05616
C 0.00634 -1.87553 9.07596
F 1.10279 -2.69164 9.11106
F -0.14661 -1.35497 10.33913
F -1.07640 -2.67957 8.84758
C 1.41278 -0.40001 7.63536
C 1.54113 0.57937 6.67304
O -1.34530 3.91201 5.59490
O -1.44262 2.52668 3.49146
H 1.57846 2.40093 4.71925
H -1.79307 1.31349 6.22444
H -1.98710 -0.46288 7.91887
H 2.29225 -0.88691 8.04219
H 2.52670 0.89666 6.32168
O 1.54210 0.71776 2.29073
C 2.23547 0.24700 1.49101
Co 3.26330 -0.53161 0.30087
C 4.85671 0.18978 0.26008
O 5.90721 0.67317 0.16007
C 3.46842 -2.05473 1.11521
O 3.48922 -3.11495 1.58131
C 2.13581 -1.23458 -1.22480
C 0.78172 -1.37982 -0.85870
C 0.05570 -2.38397 -0.29795
C -1.05052 -2.19448 0.60463
C -1.55143 -3.29574 1.34646
C -2.64565 -3.13152 2.18753
C -3.26812 -1.86972 2.29639
C -2.75665 -0.76780 1.59772
C -1.67187 -0.93778 0.74396
Co 1.20077 0.25994 -1.53359
C 0.26887 1.52443 -0.73006
O -0.30281 2.45295 -0.32661
C 2.53240 1.25731 -2.12081
O 3.39531 1.87065 -2.59644
P 0.21068 0.13262 -3.48884
C -1.30916 1.15390 -3.59315
C -2.56949 0.59159 -3.84503
C -3.71823 1.38034 -3.74404
C -3.60782 2.74353 -3.46778
C -2.34720 3.33508 -3.33843
C -1.19817 2.54218 -3.39123
C 1.15774 0.67337 -4.96762
C 0.65077 1.61516 -5.87751
C 1.45063 2.07873 -6.92592
C 2.72297 1.54248 -7.12573
C 3.19750 0.53178 -6.28248
C 2.43148 0.11839 -5.18820
C -0.39137 -1.53290 -3.98362
C 0.02287 -2.18067 -5.15966
C -0.30197 -3.52453 -5.36587
C -1.03440 -4.22668 -4.40681
C -1.52039 -3.56764 -3.27357
C -1.24590 -2.21096 -3.09711
H 2.60606 -1.86810 -1.98340
H 0.36047 -3.41671 -0.51078
H -1.06458 -4.26492 1.21945
H -3.02151 -3.98552 2.75326
H -4.15520 -1.74813 2.92392
H -3.19467 0.22720 1.70939
H -1.28898 -0.09926 0.16285
H -2.65533 -0.45311 -4.13561
H -4.69476 0.91704 -3.88896
H -4.50685 3.34997 -3.35522
H -2.25455 4.41361 -3.19694
H -0.21225 3.00841 -3.32115
H -0.36814 1.98305 -5.77507
H 1.06359 2.85689 -7.58596
H 3.34819 1.91304 -7.93933
H 4.16545 0.06609 -6.47291
H 2.80802 -0.66113 -4.52115
H 0.57714 -1.62704 -5.91534
H 0.02906 -4.02024 -6.27938
H -1.22893 -5.29193 -4.53728
H -2.11011 -4.10116 -2.52530
H -1.68676 -1.67335 -2.25373
*
```

Values from the calculation:
LUMO energy = 3.668 eV
maximum force = 3.75 eV/Å
calculated total energy = -6209.49784 hartree
HOMO-LUMO gap = 5.030 eV
ΔE to the lowest compared entry with this formula, charge and spin = 16.98 kJ/mol



Entry 7:
Formula: C5H10O
Source: the Open Molecules 2025 dataset
Level of theory: wB97M-V/def2-TZVPD

ORCA input file:
```
! RIJCOSX wB97M-V def2-TZVPD def2/J DEFGRID3
* xyz 0 1
C 1.93001 0.14440 0.03863
C 0.44460 0.50139 0.18854
C -0.45422 0.00986 -1.05467
C -1.85694 -0.22012 -0.49140
O -1.62725 -0.64431 0.86221
C -0.25626 -0.23050 1.33342
H 2.33007 0.68413 -0.82845
H 2.53441 0.39598 0.92186
H 2.02555 -0.93378 -0.11796
H 0.41262 1.59793 0.38281
H -0.47901 0.74645 -1.86531
H -0.07774 -0.95452 -1.47503
H -2.40571 -0.91632 -1.17642
H -2.47831 0.68979 -0.49204
H -0.20281 0.35285 2.29624
H 0.17195 -1.21848 1.47586
*
```

Values from the calculation:
LUMO energy = 1.125 eV
maximum force = 1.37 eV/Å
calculated total energy = -271.71610 hartree
HOMO-LUMO gap = 10.621 eV
SMILES string = C[C@H]1CCOC1
ΔE to the lowest compared entry with this formula, charge and spin = 95.88 kJ/mol



Entry 8:
Formula: C6H27NO7
Source: the Open Molecules 2025 dataset
Level of theory: wB97M-V/def2-TZVPD

ORCA input file:
```
! RIJCOSX wB97M-V def2-TZVPD def2/J DEFGRID3
* xyz 0 1
C 3.31076 -0.65125 0.54346
C 1.83535 -0.41944 0.92778
C 1.13650 -1.79565 0.99053
C 1.14218 0.74661 0.27465
C -0.07669 1.27768 1.04932
N 1.03212 0.39769 -1.21470
C 0.32435 1.37245 -1.94396
O -1.05577 1.01799 -2.18869
H 3.62909 -1.46155 1.19119
H 3.33384 -1.13795 -0.49718
H 3.95840 0.21172 0.48576
H 1.88991 -0.08567 2.01388
H 0.54812 -1.98011 0.06749
H 0.36587 -1.78770 1.76298
H 1.82352 -2.58014 1.22381
H 1.89444 1.57206 0.21151
H 0.12684 1.63220 2.04127
H -0.55042 2.14848 0.60229
H -0.95200 0.62195 1.28602
H 0.71827 -0.56102 -1.13008
H 0.36177 2.31487 -1.36356
H 0.72434 1.51787 -2.95082
H -1.66696 1.69434 -1.76651
O -2.83448 2.59011 -1.28797
H -2.41565 3.31933 -0.78860
H -3.17068 3.14991 -2.00709
O 3.52222 2.44777 -0.80938
H 3.85905 1.55095 -0.88064
H 2.60289 2.39135 -1.07543
O -2.54164 -1.20229 -1.70324
H -2.97421 -0.61910 -2.33224
H -2.07156 -0.61273 -1.10496
O -2.66188 -1.96906 3.28207
H -2.38457 -2.72287 2.75068
H -3.62442 -2.00262 3.26497
O -0.99619 -3.41161 -1.41389
H -1.79358 -3.48309 -0.89184
H -1.15124 -2.84945 -2.18214
O -0.38967 -0.08596 3.35083
H -0.77785 -0.58476 4.07979
H -0.64497 -0.59275 2.58318
*
```

Values from the calculation:
LUMO energy = -0.002 eV
maximum force = 3.30 eV/Å
calculated total energy = -826.16057 hartree
HOMO-LUMO gap = 9.042 eV
SMILES string = CC(C)[C@H](C)NCO.O.O.O.O.O.O
ΔE to the lowest compared entry with this formula, charge and spin = 258.06 kJ/mol